No. 1
Computed, not measured: a molecular structure, C28H46BrHfN3P2S, with the ωB97M-V functional and the def2-TZVPD basis.

Geometry as XYZ:
```
82
Properties=species:S:1:pos:R:3:forces:R:3
C -1.0121 -4.7424 -3.2328 -0.12 -0.25 0.56
C -1.1783 -3.3452 -3.1547 1.87 0.84 0.19
C -2.4123 -2.7098 -3.3902 -0.45 -0.15 -0.49
C -3.5080 -3.5578 -3.5853 1.03 1.11 0.17
N -3.3541 -4.8716 -3.5844 -0.31 -1.08 0.20
C -2.1707 -5.4769 -3.4554 0.30 0.65 -0.19
C 0.0198 -2.5735 -2.9939 -1.89 -0.90 -1.84
C 0.9194 -1.7573 -3.2380 0.37 1.28 0.68
C 1.6730 -0.6409 -2.9339 -1.52 -1.05 -0.66
C 2.3244 -0.6559 -1.6940 1.89 2.69 1.12
C 2.8197 0.6041 -1.2370 0.63 -2.24 -1.73
C 2.0713 1.7062 -1.7333 1.01 0.07 -2.00
C 1.6886 1.7897 -3.0775 0.12 -0.56 -0.60
C 1.6150 0.5676 -3.7188 -0.73 0.90 -0.86
Hf 1.4747 1.7375 0.2946 -2.79 1.07 3.22
P -0.1947 -0.6722 0.8713 -1.36 -1.39 0.55
H -2.4850 -1.6209 -3.4622 -0.08 -0.44 0.22
H -0.0102 -5.1730 -3.1666 -0.48 -0.10 0.17
H -4.4950 -3.1250 -3.7166 -0.04 -0.33 -0.11
H -2.1060 -6.5557 -3.5001 -0.32 -0.09 -0.16
H 1.3402 0.4968 -4.7792 -0.09 0.02 0.45
H 2.3778 -1.5569 -1.1264 0.60 -0.56 0.13
H 1.3892 2.7409 -3.5508 0.15 -0.55 0.20
H 3.8477 0.7158 -0.8365 -1.15 0.01 0.81
C -0.5515 -0.7684 2.7151 0.85 0.82 -0.42
C -1.7762 -1.4975 3.2261 -0.39 -0.22 0.14
H -0.5689 0.2832 3.0325 -0.05 -0.14 0.17
H 0.3605 -1.1924 3.1615 -0.12 0.15 -0.10
H -1.8511 -1.3439 4.3050 0.05 0.06 -0.07
H -2.7022 -1.1262 2.7878 0.03 0.06 0.05
H -1.7290 -2.5763 3.0726 -0.02 0.18 -0.04
C -1.8596 -0.8177 0.0280 0.26 0.75 0.09
C -2.6969 -2.0923 0.1142 -0.25 -0.36 0.04
H -1.6270 -0.6224 -1.0243 -0.10 0.14 -0.13
H -2.4558 0.0384 0.3780 0.18 -0.19 -0.17
H -3.6767 -1.9081 -0.3511 0.29 0.04 0.10
H -2.2434 -2.9220 -0.4409 -0.03 0.14 0.17
H -2.8970 -2.4237 1.1399 0.11 0.11 -0.41
C 0.4932 -2.3723 0.5289 0.50 0.52 -0.18
C -0.0208 -3.5686 1.3276 -0.21 -0.38 0.14
H 1.5718 -2.2759 0.6883 0.11 -0.15 0.05
H 0.3639 -2.5371 -0.5474 -0.05 -0.03 0.11
H 0.4917 -4.4792 0.9850 -0.03 0.29 0.12
H 0.1738 -3.4681 2.4026 0.01 -0.02 -0.31
H -1.0931 -3.7521 1.1928 0.38 0.14 0.07
Br 2.3647 4.0464 0.5516 0.37 -0.31 -0.78
P -1.2100 3.0260 0.5740 0.01 0.63 0.14
C -2.7848 2.4670 1.3636 0.37 -0.94 0.06
C -3.4417 3.4670 2.3108 -0.08 0.23 0.13
H -2.5086 1.5451 1.9021 -0.38 0.22 0.00
H -3.4740 2.1856 0.5546 0.24 -0.02 0.17
H -4.3297 3.0035 2.7473 0.04 0.05 -0.12
H -2.7879 3.7381 3.1447 -0.28 -0.11 -0.12
H -3.7556 4.3841 1.7969 0.09 -0.22 0.11
C -0.6701 4.4402 1.6129 0.64 0.15 0.22
C -0.7689 5.8381 1.0066 -0.12 0.63 -0.22
H 0.3917 4.2588 1.8329 -0.51 0.06 0.18
H -1.1640 4.4095 2.5899 0.01 -0.13 -0.36
H -0.1040 6.5186 1.5636 -0.28 -0.25 -0.19
H -0.4605 5.8805 -0.0520 -0.11 -0.04 0.40
H -1.7880 6.2482 1.0892 0.35 -0.20 -0.10
C -1.6904 3.5332 -1.1309 0.44 -0.09 -0.24
C -3.0108 4.2825 -1.3178 -0.37 0.24 0.12
H -1.7285 2.5983 -1.7021 -0.02 -0.08 0.03
H -0.8541 4.0975 -1.5628 -0.07 0.05 0.13
H -3.1370 4.5272 -2.3819 0.12 -0.01 0.30
H -3.8803 3.6729 -1.0417 0.25 0.13 0.02
H -3.0506 5.2189 -0.7461 0.05 -0.26 -0.20
C 5.0936 -2.1485 2.5288 0.19 -0.52 -0.16
N 3.8965 -1.3359 2.3344 0.08 1.51 -0.34
C 3.9754 -0.1176 1.7964 0.42 -0.66 0.42
S 2.7321 1.0084 2.2815 0.37 -0.14 0.28
N 5.0213 0.2166 1.0136 -1.10 0.16 -0.47
C 5.5186 -0.7310 -0.0119 0.38 -0.69 -0.26
H 5.9776 -1.5145 2.5083 -0.04 0.00 0.05
H 5.1703 -2.9225 1.7620 0.04 0.03 0.20
H 5.0119 -2.5985 3.5034 0.08 -0.30 0.27
H 3.1213 -1.4352 2.9853 0.21 -0.26 -0.20
H 5.0871 1.2057 0.7553 0.12 -0.47 0.52
H 5.6248 -0.1955 -0.9736 0.25 -0.17 0.52
H 6.4951 -1.1661 0.2791 -0.58 0.26 -0.34
H 4.7776 -1.5533 -0.1886 0.65 0.64 0.37
```
Forces are in eV/Å.

Results
strongest force on any atom = 4.39 eV/A
Kohn-Sham gap (alpha / beta) = 3.71 / 3.00 eV
molecular weight = 777.11 g/mol
highest occupied orbital energy (alpha / beta) = -19.8 / -19.5 eV
total charge = +4



No. 2
Computed, not measured: a molecular structure, C44H42Br2N4O2PSiTi, with the ωB97M-V functional and the def2-TZVPD basis.

Geometry as XYZ:
```
97
Properties=species:S:1:pos:R:3:forces:R:3
Ti 0.2566 0.6902 -1.1134 0.19 -0.87 0.61
O -1.2519 -0.7442 -2.9186 -0.10 -0.25 -0.02
N -1.3794 -0.4309 -1.5269 -0.47 -0.22 -0.22
C -2.5724 -0.9193 -1.1737 0.14 0.07 0.39
C -3.1530 -1.1114 0.1131 0.15 0.10 -0.10
C -4.4856 -1.6108 0.0711 -0.05 -0.01 0.03
C -5.2204 -1.8489 1.2005 0.03 -0.01 0.00
C -4.6623 -1.5902 2.4595 0.04 0.02 0.00
C -3.3682 -1.1160 2.5272 0.03 0.07 -0.07
C -2.5748 -0.8780 1.3926 0.01 -0.02 0.10
P -0.8244 -0.3368 1.5723 -0.49 -0.12 0.24
C -0.0366 -1.7531 2.4603 0.02 0.01 -0.06
C 1.0563 -2.3499 1.8465 0.04 -0.04 -0.01
C 1.7262 -3.4194 2.4332 -0.01 0.03 0.01
C 1.3048 -3.9055 3.6586 -0.05 0.03 0.00
C 0.2204 -3.3076 4.2965 -0.01 0.04 -0.01
C -0.4373 -2.2384 3.7078 -0.04 -0.06 0.07
C -0.9643 0.8592 2.9740 0.03 0.03 -0.12
C -2.0382 1.7455 3.0650 0.00 -0.10 0.04
C -2.1294 2.6413 4.1226 0.03 0.00 -0.05
C -1.1329 2.6886 5.0868 0.03 0.01 -0.04
C -0.0325 1.8477 4.9759 -0.01 0.02 0.00
C 0.0510 0.9436 3.9276 0.01 -0.03 0.00
H -0.4683 -0.2585 -3.2133 -0.15 0.07 -0.28
H -3.1752 -1.2362 -2.0115 -0.09 -0.05 -0.13
H -4.9226 -1.8023 -0.9030 0.00 0.01 0.03
H -6.2310 -2.2306 1.1173 0.00 0.01 -0.01
H -5.2328 -1.7530 3.3666 0.04 0.01 -0.05
H -2.9633 -0.8953 3.5050 0.05 0.03 0.00
H 1.4077 -1.9420 0.9128 -0.04 -0.03 0.02
H 2.5885 -3.8524 1.9370 -0.05 0.03 0.02
H 1.8229 -4.7344 4.1271 -0.02 0.02 -0.01
H -0.1067 -3.6682 5.2660 0.02 0.02 -0.06
H -1.2557 -1.7739 4.2437 0.05 -0.01 -0.06
H -2.8201 1.7248 2.3153 -0.01 -0.01 -0.01
H -2.9737 3.3196 4.1767 0.04 -0.04 0.00
H -1.1970 3.3968 5.9049 -0.01 -0.03 -0.02
H 0.7708 1.8992 5.7025 -0.02 0.00 -0.05
H 0.9230 0.3053 3.8466 0.00 -0.02 0.02
C 0.6801 -2.9099 -1.3924 -0.13 0.03 -0.26
N 1.0624 -1.5388 -1.7598 0.00 0.13 0.16
C 1.9688 -1.3908 -2.6484 0.15 0.11 -0.30
C 2.4222 -0.0830 -2.9714 0.15 0.15 0.05
C 3.4616 0.3518 -3.7898 0.14 0.05 -0.06
C 3.5619 1.7347 -3.5882 -0.02 0.01 -0.05
C 2.5647 2.0767 -2.6710 0.09 -0.11 -0.03
N 1.8791 0.9850 -2.2912 0.55 -0.07 -0.92
C 0.4614 -3.8594 -2.5518 0.05 -0.04 0.00
C -0.7245 -3.8500 -3.2854 -0.01 -0.04 -0.05
C -0.9044 -4.7265 -4.3482 0.08 0.01 0.05
C 0.0980 -5.6290 -4.6946 -0.02 0.06 0.07
C 1.2790 -5.6529 -3.9658 -0.04 0.06 0.05
C 1.4530 -4.7743 -2.8995 -0.03 -0.02 -0.09
H -0.2161 -2.8523 -0.7803 -0.14 0.05 0.02
H 1.4656 -3.3313 -0.7657 0.08 -0.02 0.16
H 2.4209 -2.2393 -3.1635 0.01 -0.04 -0.04
H 4.0693 -0.2727 -4.4331 -0.06 0.09 0.10
H 4.2644 2.4157 -4.0481 -0.07 -0.06 0.05
H 2.3163 3.0507 -2.2761 -0.02 0.00 -0.02
H -1.5009 -3.1413 -3.0240 0.05 -0.02 -0.02
H -1.8315 -4.7041 -4.9101 0.04 -0.01 0.03
H -0.0445 -6.3137 -5.5236 0.00 0.05 0.04
H 2.0634 -6.3566 -4.2226 -0.04 0.05 0.02
H 2.3747 -4.8001 -2.3256 -0.04 -0.01 -0.02
Br -0.2388 4.7136 1.7787 0.00 -0.04 -0.10
C 1.1524 3.4303 1.8634 -0.28 0.10 -0.12
C 2.1304 3.6030 2.8229 0.09 -0.06 0.09
C 3.1481 2.6711 2.9269 -0.02 -0.02 -0.06
Br 4.4642 2.9547 4.2741 0.02 -0.01 0.01
C 3.2416 1.5494 2.0842 0.11 -0.17 -0.01
C 4.2781 0.5791 2.0827 -0.10 -0.01 -0.06
C 4.2327 -0.4461 1.1226 0.00 0.16 0.16
C 3.1792 -0.5439 0.2518 -0.13 0.24 0.02
N 2.1205 0.3173 0.2646 -0.25 0.39 0.17
C 2.1923 1.3864 1.1318 0.21 -0.46 -0.21
C 1.1660 2.3276 1.0109 -0.42 0.06 -0.23
O 0.2349 2.0909 0.0430 0.60 0.88 0.91
H 2.0877 4.4532 3.4893 0.01 -0.04 -0.02
H 5.0993 0.6600 2.7790 -0.01 0.01 0.00
H 5.0283 -1.1790 1.0646 0.00 0.02 0.01
H 3.1444 -1.3463 -0.4717 0.00 0.04 0.00
C -2.5459 4.2450 -3.5321 -0.22 0.12 -0.24
Si -1.4756 3.5698 -2.1358 -0.10 0.03 0.05
C -0.2222 4.9309 -1.8553 0.24 0.15 0.20
C -2.6645 3.2751 -0.7096 -0.11 0.12 0.16
C -0.6559 2.0108 -2.6607 0.20 -0.46 0.04
H -3.0689 5.1544 -3.1974 0.08 -0.16 -0.11
H -3.3040 3.5193 -3.8591 0.13 0.14 0.07
H -1.9317 4.5102 -4.4033 -0.12 -0.04 0.12
H -0.6543 5.7610 -1.2846 0.09 -0.05 -0.09
H 0.1018 5.3159 -2.8325 -0.01 -0.07 0.17
H 0.6604 4.5778 -1.3087 -0.15 0.08 -0.05
H -2.7393 4.1434 -0.0426 -0.02 -0.14 -0.11
H -2.3341 2.4264 -0.1102 -0.01 0.01 0.08
H -3.6653 3.0521 -1.0989 0.10 0.01 0.04
H 0.1060 2.2746 -3.3971 0.04 0.06 -0.08
H -1.4304 1.4686 -3.2128 -0.05 -0.01 0.01
```
Forces are in eV/Å.

Results
strongest force on any atom = 1.40 eV/A
Kohn-Sham gap (alpha / beta) = 4.79 / 6.96 eV
molecular weight = 925.58 g/mol
highest occupied orbital energy (alpha / beta) = -2.4 / -4.8 eV
relative energy (zero: lowest compared OMol25 entry of this formula, charge and spin) = 97.9 kJ/mol
total charge = -1
multiplicity = 3



No. 3
Computed, not measured: a molecular structure, C20H10ClN4OPbS2, with the ωB97M-V functional and the def2-TZVPD basis.

Geometry as XYZ:
```
39
Properties=species:S:1:pos:R:3:forces:R:3
Pb 0.0152 0.5661 -0.1124 -0.30 -0.07 -0.11
Cl -3.7095 -6.3998 0.0705 -0.05 -0.08 0.01
C -2.9605 -4.8656 -0.3046 0.04 0.00 0.07
C -3.0309 -4.3636 -1.6117 0.03 0.10 -0.01
C -2.4261 -3.1759 -1.9117 -0.03 -0.02 0.00
C -1.7165 -2.3939 -0.9397 0.17 -0.04 -0.11
O -1.1181 -1.3334 -1.3029 -0.29 -0.26 0.23
C -1.7224 -2.9039 0.4051 -0.09 -0.08 -0.24
C -1.2543 -2.1915 1.5576 0.13 0.20 0.21
N -0.8086 -0.9840 1.6452 -0.17 -0.33 -0.33
C -0.7261 -0.3504 2.8936 0.03 0.25 0.45
C -1.6120 -0.6185 3.9309 0.05 -0.03 -0.15
C -1.6462 0.1641 5.0757 -0.07 0.02 0.15
C -0.8297 1.2775 5.1540 0.02 0.01 -0.05
C 0.0445 1.5838 4.1229 -0.11 -0.11 -0.17
C 0.8787 2.7941 4.1835 0.10 0.05 0.08
C 0.8839 3.8687 3.0965 0.21 -0.27 0.01
C 0.6609 3.4731 1.6421 -0.38 0.34 -0.27
N 1.0741 0.9503 1.9909 0.12 -0.24 -0.36
C 0.1728 0.7458 2.9985 -0.06 0.02 0.15
C -2.3266 -4.1518 0.6716 0.01 0.03 0.01
H -3.5716 -4.9161 -2.3701 0.04 -0.03 0.00
H -2.4597 -2.7709 -2.9151 -0.01 -0.02 -0.01
H -1.3603 -2.7561 2.4905 -0.02 0.02 0.02
H -2.3377 -1.4142 3.8178 0.00 -0.01 -0.03
H -2.3476 -0.0616 5.8686 0.00 0.00 -0.02
H -0.8881 1.9420 6.0091 0.01 0.00 0.00
H 1.0145 3.2288 5.1674 0.07 0.01 -0.01
H 2.7396 4.6561 2.5483 -0.07 -0.09 -0.14
H 1.1244 4.2022 0.9798 0.08 0.05 0.13
H -2.3040 -4.5370 1.6848 -0.01 0.00 0.00
S 2.6390 1.6134 -0.6187 0.59 0.49 0.51
C 2.7964 2.2646 0.9279 -0.91 -0.61 -0.82
C 3.9483 3.0605 1.1550 0.55 0.41 0.24
N 4.8911 3.7040 1.3233 -0.12 -0.10 -0.03
C 1.7882 2.1508 1.9541 0.32 -0.06 0.25
S -0.9018 2.9928 1.0182 0.23 0.18 0.07
C 2.0952 2.8236 3.3232 -0.32 -0.09 -0.01
N 2.2552 4.2600 3.3470 0.18 0.38 0.29
```
Forces are in eV/Å.

Results
strongest force on any atom = 1.37 eV/A
Kohn-Sham gap (alpha / beta) = 5.26 / 5.26 eV
molecular weight = 629.11 g/mol
highest occupied orbital energy (alpha / beta) = -4.2 / -4.2 eV
relative energy (zero: lowest compared OMol25 entry of this formula, charge and spin) = 14.8 kJ/mol
total charge = -1